No. 1
C39H39BrIN8NdO5S5 as an isolated structure in a non-equilibrium geometry, computed with ωB97M-V/def2-TZVPD.

Geometry (Å):
Nd -1.135 0.387 -0.542
S -5.026 -4.139 4.906
C -4.183 -3.155 3.887
S -4.401 -1.437 3.806
C -3.176 -1.081 2.581
C -2.487 -2.165 2.115
S -1.255 -2.165 0.920
S -2.966 -3.726 2.792
S -3.017 0.537 2.057
Br 10.853 -6.186 -0.017
C 9.176 -5.494 -0.635
C 8.758 -5.786 -1.923
C 7.556 -5.282 -2.370
C 6.753 -4.480 -1.540
C 7.206 -4.229 -0.227
C 8.407 -4.720 0.219
N 5.558 -4.033 -2.029
N 4.977 -3.169 -1.235
C 3.743 -2.733 -1.485
C 2.899 -3.141 -2.543
C 1.609 -2.710 -2.641
C 1.026 -1.793 -1.714
O -0.168 -1.405 -1.818
C 1.891 -1.329 -0.629
N 1.356 -0.483 0.271
C 2.103 -0.095 1.282
C 3.432 -0.485 1.460
C 3.997 -1.333 0.541
C 3.219 -1.795 -0.530
H 9.374 -6.398 -2.568
H 7.213 -5.493 -3.372
H 6.579 -3.634 0.419
H 8.755 -4.509 1.221
H 3.319 -3.827 -3.268
H 0.974 -3.064 -3.443
H 1.639 0.563 2.004
H 3.995 -0.118 2.306
H 5.023 -1.658 0.614
N -1.014 0.862 -3.206
C 0.351 1.296 -3.518
C 0.988 2.088 -2.326
O 1.903 2.864 -2.591
O 0.508 1.845 -1.188
H -1.333 0.253 -3.959
H -1.624 1.697 -3.218
H 0.399 1.938 -4.411
H 0.980 0.414 -3.695
C -4.264 0.068 -2.532
C -5.491 -0.686 -3.089
N -5.583 -2.013 -2.494
C -5.670 -1.864 -1.046
C -4.403 -1.172 -0.505
N -3.510 -0.797 -1.612
C -3.121 -2.027 -2.317
C -4.381 -2.769 -2.822
H -4.568 0.960 -1.980
H -3.602 0.386 -3.338
H -5.433 -0.809 -4.174
H -6.421 -0.156 -2.866
H -5.794 -2.858 -0.611
H -6.571 -1.287 -0.826
H -3.855 -1.850 0.150
H -4.650 -0.270 0.061
H -2.548 -2.649 -1.623
H -2.462 -1.753 -3.145
H -4.472 -3.758 -2.365
H -4.357 -2.905 -3.908
N -0.494 1.794 1.388
C -0.055 2.235 2.359
N 0.434 2.686 3.475
C -0.078 2.236 4.752
C 1.050 1.605 5.594
C 2.421 2.078 5.101
C 2.351 3.551 4.705
C 1.468 3.704 3.463
H -0.878 1.517 4.564
H -0.508 3.098 5.279
H 1.000 0.518 5.541
H 0.910 1.895 6.637
H 2.726 1.490 4.234
H 3.167 1.931 5.883
H 3.346 3.941 4.489
H 1.936 4.127 5.536
H 2.055 3.570 2.549
H 1.018 4.708 3.431
I -4.022 8.809 0.987
C -3.594 6.912 0.125
C -3.651 6.779 -1.248
C -3.380 5.542 -1.802
C -3.065 4.457 -0.995
C -3.008 4.618 0.384
C -3.270 5.853 0.950
C -2.784 3.103 -1.635
O -2.761 3.059 -2.875
O -2.634 2.130 -0.857
H -3.898 7.622 -1.878
H -3.404 5.396 -2.872
H -2.756 3.762 0.996
H -3.226 5.985 2.022

total charge = -2
2S+1 = 4
LUMO energy (spin up / spin down) = 2.99 / 2.99 eV
HOMO (spin up / spin down) = -1.5 / -1.5 eV
largest force on an atom = 0.050 hartree/bohr
⟨S²⟩ = 3.7523
HOMO-LUMO gap (spin up / spin down) = 0.1655 / 0.1656 Eh

=====

No. 2
C39H39MgN4O9P as an isolated structure in a non-equilibrium geometry, computed with ωB97M-V/def2-TZVPD.

Geometry (Å):
Mg -0.421 -0.763 0.433
O -2.350 -0.660 4.099
C -1.346 -0.552 3.374
O -1.337 -0.691 2.119
C -0.036 -0.166 4.016
C -0.020 0.032 5.375
C 1.138 0.414 6.056
C 2.331 0.596 5.348
C 2.319 0.393 4.007
C 1.163 0.014 3.215
O 1.261 -0.126 1.977
N 3.587 0.583 3.288
O 4.250 -0.397 3.034
O 3.913 1.728 3.017
N 1.121 0.623 7.464
O 2.168 0.947 8.029
O 0.066 0.480 8.077
H -0.943 -0.116 5.916
H 3.233 0.892 5.865
C -1.588 -0.518 -3.653
N -2.527 0.544 -3.188
C -2.032 1.882 -3.567
C -2.744 0.490 -1.680
C -3.189 -0.877 -1.246
C -4.414 -1.337 -1.737
C -4.817 -2.638 -1.490
C -3.981 -3.454 -0.737
C -2.786 -2.958 -0.226
C -2.319 -1.645 -0.438
H -1.369 -0.360 -4.709
H -2.064 -1.481 -3.491
H -0.700 -0.464 -2.996
H -3.432 0.368 -3.620
H -1.085 2.037 -3.051
H -2.751 2.638 -3.256
H -1.874 1.921 -4.643
H -3.444 1.297 -1.461
H -1.773 0.718 -1.251
H -5.064 -0.679 -2.319
H -5.763 -3.010 -1.871
H -4.278 -4.479 -0.531
H -2.190 -3.635 0.382
O 1.652 -1.843 -0.171
P 1.800 -0.917 -1.379
C 2.393 0.843 -1.295
C 3.172 1.262 -0.224
C 3.554 2.591 -0.098
C 3.200 3.516 -1.073
C 2.444 3.104 -2.165
C 2.032 1.781 -2.259
C 1.531 -1.521 -3.129
C 2.242 -1.103 -4.251
C 1.949 -1.602 -5.515
C 0.972 -2.577 -5.675
C 0.279 -3.032 -4.559
C 0.544 -2.494 -3.307
C 3.716 -1.507 -1.655
C 4.790 -0.740 -2.115
C 6.059 -1.276 -2.323
C 6.298 -2.619 -2.080
C 5.250 -3.410 -1.616
C 3.996 -2.857 -1.406
H 3.460 0.538 0.524
H 4.133 2.896 0.764
H 3.510 4.552 -0.984
H 2.170 3.816 -2.938
H 1.418 1.460 -3.097
H 3.036 -0.375 -4.138
H 2.505 -1.246 -6.375
H 0.760 -2.985 -6.657
H -0.482 -3.797 -4.667
H -0.027 -2.808 -2.439
H 4.651 0.320 -2.311
H 6.865 -0.635 -2.669
H 7.285 -3.043 -2.233
H 5.420 -4.461 -1.403
H 3.195 -3.471 -1.010
C -2.760 2.630 4.352
C -3.927 2.370 3.389
C -4.709 3.662 3.128
C -4.845 1.282 3.958
C -3.376 1.890 2.108
N -2.936 1.514 1.116
H -3.160 2.983 5.306
H -2.085 3.389 3.953
H -2.206 1.708 4.521
H -5.129 4.020 4.070
H -5.527 3.489 2.427
H -4.060 4.438 2.720
H -5.250 1.624 4.914
H -4.272 0.366 4.105
H -5.674 1.080 3.277
O 0.231 -0.399 -1.342

total charge = -2
2S+1 = 1
LUMO energy = 3.62 eV
HOMO = -2.4 eV
largest force on an atom = 0.026 hartree/bohr
HOMO-LUMO gap = 0.2201 Eh
relative energy (zero: lowest compared OMol25 entry of this formula, charge and spin) = 0.00 kcal per mole

=====

No. 3
A 5-piece molecular cluster, C39H39NO20P overall in a non-equilibrium geometry, computed with ωB97M-V/def2-TZVPD.

Geometry (Å):
C 4.324 0.146 -0.902
C 4.010 1.251 -1.928
P 3.611 2.864 -1.183
C 3.731 4.012 -2.580
N 1.817 2.771 -0.928
C 1.356 1.844 -0.071
C 0.021 1.748 0.197
C -0.881 2.613 -0.420
C -2.345 2.431 -0.112
O -3.153 3.303 -0.185
O -2.621 1.174 0.331
C -0.409 3.573 -1.322
C -1.263 4.541 -2.102
C -0.937 4.581 -3.613
C -0.666 3.199 -4.239
C -1.574 2.092 -3.703
O -0.815 1.079 -2.986
C -0.520 -0.066 -3.678
C 0.550 0.032 -4.722
O -1.074 -1.086 -3.389
C 0.958 3.603 -1.537
H 3.860 -0.793 -1.191
H 4.012 0.408 0.107
H 5.396 -0.027 -0.848
H 4.910 1.470 -2.508
H 3.267 0.934 -2.663
H 3.417 5.001 -2.246
H 3.125 3.735 -3.444
H 4.781 4.076 -2.854
H 2.072 1.186 0.395
H -0.346 0.989 0.870
H -3.093 0.656 -0.335
H -1.086 5.539 -1.696
H -2.319 4.358 -1.951
H -1.719 5.126 -4.134
H -0.038 5.186 -3.757
H -0.823 3.282 -5.316
H 0.375 2.910 -4.111
H -2.266 2.471 -2.957
H -2.160 1.596 -4.475
H 0.261 0.706 -5.527
H 0.691 -0.958 -5.147
H 1.496 0.364 -4.297
H 1.366 4.328 -2.221
C 0.212 -3.239 1.144
C 0.192 -4.536 1.495
C -0.608 -5.565 0.726
O -0.546 -6.712 1.126
C -1.383 -5.130 -0.414
C -1.360 -3.835 -0.766
C -0.552 -2.810 0.000
O -0.612 -1.661 -0.409
O -2.022 -3.348 -1.801
O 0.844 -5.027 2.524
H 0.774 -2.497 1.694
H -1.957 -5.870 -0.954
H -1.801 -2.396 -1.870
H 0.647 -5.986 2.541
C 4.527 -4.999 7.202
C 3.473 -4.213 7.467
C 2.360 -4.010 6.469
O 1.433 -3.292 6.808
C 2.445 -4.660 5.182
C 3.497 -5.447 4.916
C 4.603 -5.673 5.921
O 5.505 -6.416 5.583
O 3.670 -6.090 3.772
O 3.311 -3.559 8.606
H 5.329 -5.156 7.909
H 1.646 -4.484 4.478
H 4.510 -6.584 3.867
H 2.463 -3.081 8.533
C -3.574 8.247 -4.377
C -4.322 9.017 -5.185
C -3.704 10.020 -6.136
O -4.469 10.653 -6.835
C -2.261 10.163 -6.151
C -1.522 9.395 -5.341
C -2.139 8.378 -4.412
O -1.371 7.713 -3.730
O -0.198 9.452 -5.280
O -5.637 8.972 -5.226
H -4.008 7.528 -3.696
H -1.828 10.892 -6.821
H 0.071 8.795 -4.612
H -5.919 9.629 -5.895
C -2.007 -7.110 7.255
C -1.489 -6.121 6.512
C -1.542 -6.151 5.002
O -1.068 -5.200 4.399
C -2.140 -7.294 4.348
C -2.652 -8.285 5.094
C -2.628 -8.245 6.604
O -3.135 -9.185 7.186
O -3.218 -9.366 4.591
O -0.900 -5.063 7.049
H -1.979 -7.099 8.336
H -2.154 -7.315 3.266
H -3.501 -9.908 5.354
H -0.599 -4.479 6.327

total charge = +1
2S+1 = 1
LUMO energy = -4.15 eV
HOMO = -10.8 eV
largest force on an atom = 0.024 hartree/bohr
HOMO-LUMO gap = 0.2459 Eh